A.
{"formula": "C5H12N2S", "method": "ωB97M-V/def2-TZVPD", "species": ["N", "C", "C", "N", "C", "C", "C", "S", "H", "H", "H", "H", "H", "H", "H", "H", "H", "H", "H", "H"], "positions_angstrom": [[-2.0221, -0.1852, -0.9856], [-1.6375, -0.1292, 0.4100], [-0.6320, 0.9527, 0.7537], [-0.1690, 1.8757, -0.2506], [-0.2000, -0.4996, 0.7316], [0.7334, -1.0644, -0.3123], [2.2141, -0.9666, 0.0779], [2.9802, 0.6613, -0.2047], [-2.1684, -1.1556, -1.2628], [-2.8790, 0.3122, -1.1309], [-2.3830, -0.3750, 1.1714], [-0.7066, 1.4350, 1.7291], [-0.6470, 2.7734, -0.1153], [-0.4411, 1.5312, -1.1274], [-0.0808, -0.9135, 1.6845], [0.4986, -2.1643, -0.4375], [0.5740, -0.5878, -1.2911], [2.7875, -1.6821, -0.4781], [2.3178, -1.2202, 1.1595], [1.8609, 1.4020, -0.1213]], "e_homo_ha": -0.306, "spin_multiplicity": 1, "lumo_ev": 0.8}

---

B.
{"formula": "C5H12N2S", "method": "ωB97M-V/def2-TZVPD", "species": ["C", "C", "S", "N", "C", "C", "N", "C", "H", "H", "H", "H", "H", "H", "H", "H", "H", "H", "H", "H"], "positions_angstrom": [[1.9997, 1.5668, -0.0742], [2.4218, 0.1253, 0.1669], [1.5499, -1.0335, -0.9251], [-0.0724, -0.8971, -0.3931], [-0.6104, -1.8299, 0.6478], [-1.0231, -0.2434, -1.3017], [-2.0889, 0.3642, -1.1268], [-2.5597, 0.6252, 0.2060], [2.0630, 1.8628, -1.1293], [0.9452, 1.7253, 0.2199], [2.5872, 2.2382, 0.5738], [3.4608, -0.1653, 0.0358], [2.1241, -0.1780, 1.2137], [0.2481, -2.0027, 1.3245], [-0.8801, -2.7785, 0.1803], [-1.4281, -1.3446, 1.1470], [-0.6180, -0.2666, -2.3236], [-1.7052, 0.7952, 0.8909], [-3.1313, 1.5677, 0.1464], [-3.2825, -0.1311, 0.5207]], "e_homo_ha": -0.320, "spin_multiplicity": 1, "lumo_ev": 0.8}

---

Verdict on stability: A comes out on top.

---

A.
{"formula": "CH4NOP", "method": "ωB97M-V/def2-TZVPD", "species": ["C", "P", "N", "O", "H", "H", "H", "H"], "positions_angstrom": [[-0.8870, 0.9054, -0.0770], [-0.0645, -0.5827, -0.0528], [1.5718, -0.1732, -0.3153], [2.3719, 0.0693, 0.5789], [-0.4618, 1.6521, 0.5760], [-1.9002, 1.0012, -0.3961], [-0.2741, -1.6141, 0.9027], [-0.3561, -1.2580, -1.2163]], "e_homo_ha": [-0.297, -0.297], "spin_multiplicity": 1, "lumo_ev": [-1.2, -1.2]}

---

B.
{"formula": "CH4NOP", "method": "ωB97M-V/def2-TZVPD", "species": ["C", "N", "O", "P", "H", "H", "H", "H"], "positions_angstrom": [[0.6592, -0.4883, -0.4763], [1.7436, -1.1225, -0.4370], [-1.8778, 0.1846, -0.6473], [-0.9214, -0.7585, 0.4230], [0.4341, 0.4308, -1.5081], [2.4946, -0.9879, -1.1317], [-2.3182, 0.9517, -0.2355], [-0.8145, 0.2770, 1.4533]], "e_homo_ha": -0.334, "spin_multiplicity": 1, "lumo_ev": 0.4}

---

Verdict on stability: B comes out on top.

---

A.
{"formula": "CH4NOP", "method": "ωB97M-V/def2-TZVPD", "species": ["O", "N", "C", "P", "H", "H", "H", "H"], "positions_angstrom": [[0.6968, -0.1671, 2.5479], [0.7694, 0.8217, 1.8224], [0.2041, 0.7016, 0.5507], [-0.6638, -1.0491, 0.4668], [0.9306, 0.7585, -0.3882], [-0.4290, 1.8324, 0.4231], [0.6020, -1.5913, 0.4758], [-0.7272, -1.1686, -0.8326]], "e_homo_ha": -0.337, "spin_multiplicity": 1, "lumo_ev": -0.4}

---

B.
{"formula": "CH4NOP", "method": "ωB97M-V/def2-TZVPD", "species": ["N", "C", "O", "P", "H", "H", "H", "H"], "positions_angstrom": [[-1.1692, -0.3381, -0.3318], [-0.3896, 0.7830, -0.2485], [-1.0113, 1.9701, -0.0472], [1.4840, 0.5149, -0.3006], [-2.1760, -0.1236, -0.4926], [-0.6530, -1.2211, -0.5590], [1.1889, 0.6278, 1.0257], [1.4283, -0.8348, -0.2885]], "e_homo_ha": -0.354, "spin_multiplicity": 1, "lumo_ev": 0.7}

---

Verdict on stability: B comes out on top.

---

A.
{"formula": "C3H9NS", "method": "ωB97M-V/def2-TZVPD", "species": ["C", "C", "N", "C", "S", "H", "H", "H", "H", "H", "H", "H", "H", "H"], "positions_angstrom": [[1.4933, -0.4529, 0.3314], [0.1683, -0.1746, -0.3921], [0.2253, 1.0464, -1.1307], [-1.0598, -0.0119, 0.6786], [-2.5013, 0.5209, -0.2184], [1.4517, -1.5023, 0.6444], [2.4820, -0.3529, -0.0875], [1.4962, 0.1389, 1.3016], [0.0053, -1.0725, -1.2329], [0.5505, 1.0173, -2.0902], [0.5852, 1.8204, -0.5784], [-0.7085, 0.6850, 1.4589], [-1.2031, -0.9300, 1.2453], [-2.9850, -0.7320, 0.0698]], "e_homo_ha": -0.322, "spin_multiplicity": 1, "lumo_ev": 1.0}

---

B.
{"formula": "C3H9NS", "method": "ωB97M-V/def2-TZVPD", "species": ["C", "N", "C", "C", "S", "H", "H", "H", "H", "H", "H", "H", "H", "H"], "positions_angstrom": [[1.9255, -1.9009, -0.7934], [1.2557, -1.1525, 0.2503], [0.3890, -0.0401, -0.2474], [-0.2777, 0.6514, 0.8480], [-1.7676, 1.3611, 0.0429], [1.2966, -2.7257, -1.1463], [2.2909, -1.3484, -1.6621], [2.7686, -2.4068, -0.3186], [1.9513, -0.7877, 0.8875], [-0.5071, -0.5570, -0.7893], [0.9727, 0.5419, -0.9599], [0.2481, 1.5467, 1.1769], [-0.6938, -0.0785, 1.5210], [-1.3022, -1.0512, -0.7720]], "e_homo_ha": -0.300, "spin_multiplicity": 1, "lumo_ev": -1.9}

---

Verdict on stability: A comes out on top.